(1)
Molecular formula: C3H9N2
Method: DFT, wB97M-V/def2-TZVPD

Each line ends with the Löwdin charge.
Atoms and positions in Å:
C1 0.348 1.301 0.315  -0.041
C2 1.024 -0.018 0.519  -0.159
C3 -0.838 -0.613 -0.765  -0.231
N1 -0.681 0.743 -0.903  0.007
N2 0.001 -1.097 0.434  0.094
H1 -0.247 1.870 1.207  0.172
H2 1.000 2.001 -0.052  0.074
H3 1.711 -0.124 -0.341  0.153
H4 1.701 -0.086 1.338  0.130
H5 -1.813 -1.089 -0.846  0.142
H6 -0.428 -1.144 -1.625  0.126
H7 -1.531 1.295 -0.972  0.120
H8 0.397 -2.075 0.441  0.215
H9 -0.645 -0.963 1.249  0.198

Computed properties:
Total energy   -6228.7693 eV
Maximum force   5.35 eV Å⁻¹
HOMO-LUMO gap   10.27 eV
Total charge   +1
SMILES   C1C[NH2+]CN1
Relative energy (zero: lowest compared OMol25 entry of this formula, charge and spin)   219.9 kJ/mol

---

(2)
Molecular formula: C3H9N2O
Method: DFT, wB97M-V/def2-TZVPD

Each line ends with the Löwdin charge.
Atoms and positions in Å:
C1 -0.217 -0.022 -0.744  -0.296
N1 0.058 1.152 0.178  -0.057
C2 1.637 1.375 0.163  -0.531
O1 2.084 1.537 -1.108  -0.367
C3 -0.471 -1.316 -0.027  -0.320
N2 -1.844 -1.373 0.548  -0.080
H1 0.388 -0.130 -1.602  0.073
H2 -1.150 0.249 -1.282  0.102
H3 -0.219 1.829 -0.433  0.005
H4 1.936 0.546 0.874  0.056
H5 1.906 2.284 0.874  0.074
H6 0.337 -1.396 0.741  0.097
H7 -0.415 -2.239 -0.698  0.109
H8 -1.844 -1.985 1.440  0.067
H9 -2.185 -0.512 1.076  0.067

Computed properties:
Total energy   -8283.1165 eV
Maximum force   3.82 eV Å⁻¹
HOMO-LUMO gap   6.85 eV
Total charge   -1
SMILES   NCCNC[O-]
Relative energy (zero: lowest compared OMol25 entry of this formula, charge and spin)   176.0 kJ/mol

---

(3)
Molecular formula: C3H9N2O
Method: DFT, wB97M-V/def2-TZVPD

Each line ends with the Löwdin charge.
Atoms and positions in Å:
C1 0.587 1.379 1.713  -0.198
N1 -0.467 1.724 0.760  -0.144
C2 0.064 1.647 -0.637  -0.556
O1 0.502 0.427 -1.011  -0.362
H1 1.181 0.538 1.339  0.057
H2 0.132 1.097 2.667  0.053
H3 1.248 2.231 1.897  0.053
H4 -1.153 0.979 0.808  0.067
H5 0.870 2.418 -0.662  0.073
H6 -0.762 2.026 -1.279  0.069
C3 -0.148 -2.332 -0.935  -0.156
N2 -0.748 -3.038 -0.061  -0.030
H7 -0.477 -1.317 -1.184  0.021
H8 0.731 -2.726 -1.454  0.055
H9 -0.244 -3.913 0.083  -0.002

Computed properties:
Total energy   -8283.4340 eV
Maximum force   0.78 eV Å⁻¹
HOMO-LUMO gap   6.98 eV
Total charge   -1
Relative energy (zero: lowest compared OMol25 entry of this formula, charge and spin)   145.4 kJ/mol

---

(4)
Molecular formula: C3H9N2O
Method: DFT, wB97M-V/def2-TZVPD

Each line ends with the Löwdin charge.
Atoms and positions in Å:
C1 -1.084 -1.812 1.547  -0.468
O1 -0.686 -1.699 0.251  -0.433
H1 -2.155 -1.616 1.763  0.024
H2 -0.832 -2.817 1.962  0.026
H3 -0.541 -1.107 2.255  0.023
C2 0.859 1.441 -0.423  -0.242
C3 0.499 0.412 -1.202  -0.249
N1 0.104 0.470 -2.552  -0.002
N2 1.225 1.179 0.930  -0.008
H4 0.933 2.459 -0.798  0.078
H5 0.417 -0.576 -0.713  0.061
H6 0.375 1.279 -3.088  0.045
H7 -0.843 0.165 -2.708  0.059
H8 0.914 1.921 1.540  0.045
H9 0.815 0.301 1.234  0.040

Computed properties:
Total energy   -8283.1672 eV
Maximum force   1.19 eV Å⁻¹
HOMO-LUMO gap   6.58 eV
Total charge   -1
Relative energy (zero: lowest compared OMol25 entry of this formula, charge and spin)   171.1 kJ/mol

---

(5)
Molecular formula: C3H9N2O
Method: DFT, wB97M-V/def2-TZVPD

Each line ends with the Löwdin charge.
Atoms and positions in Å:
C1 -0.322 0.141 0.363  0.080
C2 2.066 -0.383 0.473  0.016
C3 -2.062 0.003 -1.356  -0.107
N1 0.815 0.130 0.980  -0.153
N2 -0.919 -0.730 -0.807  0.009
O1 0.894 0.806 2.176  0.098
H1 -1.214 0.551 0.856  0.157
H2 2.765 0.245 -0.147  0.128
H3 2.873 -0.505 1.286  0.149
H4 1.948 -1.196 -0.184  0.079
H5 -1.674 0.930 -1.800  0.088
H6 -2.756 0.272 -0.507  0.101
H7 -2.637 -0.587 -2.120  0.115
H8 -0.385 -1.387 -1.334  0.112
H9 0.610 1.709 2.120  0.129

Computed properties:
Total energy   -8274.1858 eV
Maximum force   6.47 eV Å⁻¹
HOMO-LUMO gap   9.67 eV
Total charge   +1
SMILES   C/[NH+]=C/N(C)O
Relative energy (zero: lowest compared OMol25 entry of this formula, charge and spin)   471.6 kJ/mol

---

(6)
Molecular formula: C3H9N2O
Method: DFT, wB97M-V/def2-TZVPD

Each line ends with the Löwdin charge.
Atoms and positions in Å:
C1 -1.595 -0.533 -0.601  -0.133
C2 0.716 0.360 -0.975  0.022
C3 -0.241 -0.198 0.057  -0.573
N1 0.352 -1.204 0.822  0.118
N2 -0.549 0.916 1.047  0.246
O1 -2.600 0.051 -0.300  0.121
H1 -1.383 -1.271 -1.454  0.179
H2 1.690 0.625 -0.600  0.115
H3 0.385 1.313 -1.355  0.110
H4 0.743 -0.328 -1.671  0.040
H5 -0.252 -1.652 1.508  0.120
H6 0.798 -1.923 0.253  0.127
H7 -0.291 1.855 0.786  0.167
H8 -0.110 0.647 1.893  0.141
H9 -1.634 0.588 1.064  0.200

Computed properties:
Total energy   -8276.7457 eV
Maximum force   5.26 eV Å⁻¹
HOMO-LUMO gap   10.69 eV
Total charge   +1
SMILES   C[C@@](N)([NH3+])C=O
Relative energy (zero: lowest compared OMol25 entry of this formula, charge and spin)   224.6 kJ/mol

---

(7)
Molecular formula: C3H9N2O
Method: DFT, wB97M-V/def2-TZVPD

Each line ends with the Löwdin charge.
Atoms and positions in Å:
C1 -0.961 -0.731 -1.506  -0.080
C2 0.121 1.337 1.429  0.044
C3 0.413 -0.184 -1.305  -0.035
N1 0.814 -0.651 0.324  0.134
N2 0.461 -0.046 1.447  -0.278
O1 0.316 -0.586 2.562  0.128
H1 -0.940 -1.290 -2.441  0.091
H2 -1.247 -1.404 -0.659  0.104
H3 -1.769 -0.009 -1.637  0.093
H4 0.770 1.924 2.101  0.136
H5 -0.910 1.420 1.945  0.164
H6 0.101 1.750 0.423  0.091
H7 1.345 -0.697 -1.780  0.164
H8 0.483 0.848 -1.215  0.058
H9 1.003 -1.682 0.313  0.186

Computed properties:
Total energy   -8273.6670 eV
Maximum force   4.29 eV Å⁻¹
HOMO-LUMO gap   10.45 eV
Total charge   +1
SMILES   CCN[N+](C)=O
Relative energy (zero: lowest compared OMol25 entry of this formula, charge and spin)   521.7 kJ/mol

---

(8)
Molecular formula: C3H9N2O
Method: DFT, wB97M-V/def2-TZVPD

Each line ends with the Löwdin charge.
Atoms and positions in Å:
C1 1.795 0.788 0.327  -0.028
C2 -1.104 -1.303 -1.709  -0.101
C3 -0.320 0.543 1.329  -0.157
N1 0.549 1.263 0.708  0.044
N2 -1.667 -0.874 -0.709  0.027
O1 0.028 -0.651 1.669  0.119
H1 2.107 1.550 -0.387  0.122
H2 2.509 0.848 1.096  0.094
H3 -1.508 -1.433 -2.702  0.084
H4 0.005 -1.297 -1.555  0.074
H5 -1.253 0.839 1.701  0.156
H6 -2.643 -0.740 -0.868  0.054
H7 0.341 2.200 0.399  0.182
H8 1.659 -0.333 0.158  0.134
H9 -0.577 -1.344 2.056  0.197

Computed properties:
Total energy   -8276.2758 eV
Maximum force   3.89 eV Å⁻¹
HOMO-LUMO gap   10.52 eV
Total charge   +1
Relative energy (zero: lowest compared OMol25 entry of this formula, charge and spin)   270.0 kJ/mol

---

- Look up the total energy of the eighth one.
  -8276.2758 eV

---

Repeat the third record exactly.
Molecular formula: C3H9N2O
Method: DFT, wB97M-V/def2-TZVPD

Each line ends with the Löwdin charge.
Atoms and positions in Å:
C1 0.587 1.379 1.713  -0.198
N1 -0.467 1.724 0.760  -0.144
C2 0.064 1.647 -0.637  -0.556
O1 0.502 0.427 -1.011  -0.362
H1 1.181 0.538 1.339  0.057
H2 0.132 1.097 2.667  0.053
H3 1.248 2.231 1.897  0.053
H4 -1.153 0.979 0.808  0.067
H5 0.870 2.418 -0.662  0.073
H6 -0.762 2.026 -1.279  0.069
C3 -0.148 -2.332 -0.935  -0.156
N2 -0.748 -3.038 -0.061  -0.030
H7 -0.477 -1.317 -1.184  0.021
H8 0.731 -2.726 -1.454  0.055
H9 -0.244 -3.913 0.083  -0.002

Computed properties:
Total energy   -8283.4340 eV
Maximum force   0.78 eV Å⁻¹
HOMO-LUMO gap   6.98 eV
Total charge   -1
Relative energy (zero: lowest compared OMol25 entry of this formula, charge and spin)   145.4 kJ/mol

---

- What is the formula in the eighth record?
  C3H9N2O